Record 1
A structure of composition C9H10F3NZn at a distorted geometry, computed with ωB97M-V/def2-TZVPD.

Positions of all 24 atoms, in Å:
C1 0.097601 -1.870566 -1.585400
C2 -1.191619 -1.733024 -1.010182
C3 -1.064062 -1.827900 0.415177
C4 0.343267 -2.064887 0.708566
C5 1.039192 -2.097632 -0.549204
Zn1 -0.000501 0.115425 0.784770
C6 -0.866413 1.664617 -0.361599
C7 0.473766 1.889588 -0.899382
C8 0.825592 2.680655 -1.970648
N1 1.510202 1.166869 -0.059882
H1 -1.877067 -1.919876 1.137969
H2 -2.132732 -1.641887 -1.552651
H3 0.736255 -2.381941 1.676084
H4 2.098424 -2.322149 -0.672631
H5 0.318831 -1.877149 -2.651861
H6 -1.624602 1.302235 -1.064663
H7 2.198205 0.762352 -0.699449
H8 -1.230419 2.400287 0.366395
H9 0.039200 3.215772 -2.491565
H10 1.860763 2.767944 -2.277350
F1 -1.654813 0.252060 3.148499
C9 -0.324791 0.385136 2.805592
F2 0.057625 1.641359 3.209821
F3 0.368089 -0.507291 3.593603

Cartesian forces, eV/Å:
C -0.1675 -0.5894 0.5158
C 0.4596 -0.5632 0.6012
C 0.6637 -0.9806 -0.9026
C -0.4805 -0.7508 -1.1362
C -0.8428 -0.3367 0.3551
Zn -0.0661 1.2343 0.0955
C -1.0432 -0.6725 0.7460
C 3.4699 0.0034 0.4715
C -0.5736 -0.8829 0.8448
N -1.9498 1.1405 -1.9087
H 0.2854 0.2915 -0.2308
H 0.2800 0.2635 0.1439
H -0.0705 0.3730 -0.2905
H -0.2205 0.2979 0.0222
H -0.0236 0.2205 0.2338
H 0.0936 0.4575 -0.0445
H 0.0105 0.2613 0.1729
H -0.0103 0.1133 -0.3393
H 0.1081 0.0239 -0.1933
H 0.0641 0.1012 -0.1314
F -0.1413 0.1366 1.0665
C 0.5594 -0.2173 -2.4582
F -0.2622 0.0169 1.0876
F -0.1422 0.0583 1.2787

The HOMO energy is 1.1 eV. As for the charge: -2. The HOMO-LUMO gap comes out at 4.5831 eV.

---

Record 2
A structure of composition C32H39O3P3Te4Tl, computed with ωB97M-V/def2-TZVPD.

Positions of all 82 atoms, in Å:
Tl1 1.839234 -0.624488 -0.708035
Te1 3.780527 -1.068248 1.319175
Te2 5.048733 -2.797798 -0.339965
Te3 5.271880 -1.166678 -2.475621
Te4 2.706087 -1.404562 -3.310134
C1 -1.784920 -1.670526 -1.362222
C2 -1.296451 -0.677607 -2.429596
P1 -0.351437 0.736183 -1.766375
C3 -1.552801 1.850310 -0.993968
C4 -2.929279 1.662817 -1.061482
C5 -3.786367 2.632068 -0.548543
C6 -3.267673 3.786841 0.023311
C7 -1.889924 3.970365 0.099992
C8 -1.034135 3.001554 -0.397220
C9 0.087715 1.664756 -3.272984
C10 1.412106 2.005742 -3.533464
C11 1.735725 2.771830 -4.648692
C12 0.732562 3.197483 -5.507351
C13 -0.594453 2.862625 -5.249991
C14 -0.917255 2.107185 -4.134850
P2 -0.353236 -2.547895 -0.599419
C15 -0.528566 -4.307056 -1.053725
C16 0.564245 -4.978473 -1.593261
C17 0.471491 -6.335478 -1.894500
C18 -0.712738 -7.014873 -1.660520
C19 -1.808959 -6.344784 -1.119119
C20 -1.718414 -4.995910 -0.813290
C21 -0.751284 -2.623039 1.190150
C22 0.298473 -2.970497 2.043570
C23 0.089497 -3.088129 3.410116
C24 -1.179188 -2.874267 3.939675
C25 -2.235365 -2.555441 3.097593
C26 -2.021573 -2.421702 1.730187
H1 -2.438872 -2.405748 -1.820126
H2 -2.344882 -1.159610 -0.578703
H3 -2.126709 -0.309459 -3.031188
H4 -0.604992 -1.168233 -3.118317
H5 -3.349996 0.769786 -1.514275
H6 -4.859774 2.487182 -0.604884
H7 -3.937326 4.543485 0.412772
H8 -1.484968 4.867997 0.552588
H9 0.042400 3.130480 -0.321020
H10 2.193792 1.669539 -2.870336
H11 2.770271 3.032457 -4.843784
H12 0.980107 3.795495 -6.376944
H13 -1.379405 3.201876 -5.917274
H14 -1.958563 1.877832 -3.931101
H15 1.489451 -4.441565 -1.783681
H16 1.325861 -6.855843 -2.311206
H17 -0.790183 -8.068312 -1.901385
H18 -2.731731 -6.879550 -0.926696
H19 -2.572326 -4.488643 -0.376010
H20 1.276735 -3.180201 1.630988
H21 0.914387 -3.347997 4.061053
H22 -1.343618 -2.955263 5.008758
H23 -3.231136 -2.412030 3.503683
H24 -2.864954 -2.176309 1.087514
C27 1.578645 2.055928 5.405173
C28 2.361756 2.759271 4.318904
O1 1.695941 2.738175 3.021191
P3 1.730296 1.383568 2.134720
O2 0.165016 1.179271 1.735119
C29 -0.763940 0.925664 2.834363
C30 -2.170361 0.867794 2.297984
O3 2.131008 2.012523 0.666063
C31 3.384761 2.740896 0.555858
C32 3.659082 2.996417 -0.902238
H25 2.114745 2.140547 6.354339
H26 1.454675 0.992412 5.176776
H27 0.591897 2.505697 5.529783
H28 3.355221 2.319895 4.218497
H29 2.487255 3.811370 4.555326
H30 -0.671830 1.726513 3.563155
H31 -0.498273 -0.017524 3.315794
H32 -2.505920 1.848956 1.954913
H33 -2.841990 0.521308 3.089561
H34 -2.234221 0.166809 1.460438
H35 4.186558 2.151621 0.995738
H36 3.291597 3.669231 1.115176
H37 3.865947 2.060271 -1.429156
H38 4.531149 3.644728 -1.007274
H39 2.803160 3.488985 -1.370071

Cartesian forces, eV/Å:
Tl 0.0270 -0.4004 -0.3790
Te -0.4349 0.0024 -0.5551
Te 0.0323 -0.0135 -0.0015
Te 0.0189 -0.0647 0.0072
Te 0.0827 0.0273 0.3690
C 0.2879 0.1208 -0.0842
C -0.0980 -0.1398 0.0899
P 0.1085 0.1228 -0.1228
C 0.1311 0.0181 0.1481
C -0.0899 0.0041 0.0085
C 0.0247 -0.0021 -0.0071
C 0.0188 -0.0756 -0.0366
C -0.0341 -0.0210 0.0015
C 0.0074 0.0311 -0.0144
C 0.2194 0.0552 0.0988
C -0.1277 0.1093 -0.0906
C -0.0586 -0.0304 0.0440
C -0.0147 -0.0352 0.0376
C 0.0192 0.0337 -0.0471
C -0.0501 -0.0369 -0.0219
P -0.1576 -0.0473 0.8330
C 0.2142 0.1546 -0.2126
C 0.0717 -0.0235 -0.0523
C 0.0124 0.0956 0.0140
C -0.0763 0.0599 0.0227
C 0.0411 0.0303 0.0000
C -0.0153 -0.0891 -0.0342
C -0.0647 0.0220 0.0029
C -0.1582 -0.0495 0.0279
C -0.0761 0.0338 -0.0300
C 0.0589 0.0318 0.0127
C -0.0055 0.0205 -0.0490
C -0.0377 -0.1055 -0.0983
H -0.1557 -0.1073 -0.0456
H 0.0122 0.0586 -0.0467
H -0.0436 0.0311 -0.0564
H -0.0113 -0.0718 -0.1067
H 0.0311 0.1053 0.0267
H 0.0936 0.0065 0.0032
H 0.0190 -0.0211 -0.0127
H -0.0200 -0.0567 -0.0254
H -0.1271 -0.0040 -0.0026
H 0.0254 0.0163 -0.0025
H -0.0844 -0.0257 0.0222
H -0.0203 -0.0455 0.0576
H 0.0703 -0.0345 0.0659
H 0.0540 0.0275 0.0034
H -0.0539 -0.0349 0.0160
H -0.0528 0.0476 0.0175
H 0.0068 0.0483 0.0338
H 0.0534 0.0344 -0.0260
H 0.0425 -0.0126 0.0001
H 0.1014 0.0807 0.0142
H -0.0053 -0.0109 -0.0168
H 0.0104 -0.0388 -0.0935
H 0.0843 0.0097 -0.0389
H 0.1255 -0.0561 0.1484
C -0.1094 -0.0566 -0.0854
C -0.0074 -0.0522 -0.2114
O -0.0443 -0.0066 0.4573
P 0.0335 0.3345 0.0512
O -0.0923 0.0387 0.3366
C 0.2298 -0.1516 -0.3038
C -0.0978 0.0691 -0.1946
O -0.0753 0.0454 0.0142
C -0.2424 -0.1472 0.0355
C -0.0652 0.0267 -0.0761
H -0.0407 -0.0080 -0.0946
H 0.0166 0.0919 0.0354
H 0.0408 -0.0172 -0.0002
H 0.0396 -0.0434 -0.0577
H -0.0051 0.0909 -0.0549
H 0.0788 0.1149 0.0623
H 0.0874 -0.0924 -0.0195
H 0.0447 -0.0885 0.0231
H 0.0594 0.0477 -0.0959
H 0.0041 0.1199 0.1697
H 0.1192 -0.1352 0.1234
H -0.0738 0.0694 0.0348
H 0.0164 0.0253 0.0208
H -0.0291 -0.0533 -0.0004
H 0.0808 -0.0069 0.0136

As for the energy relative to the best compared isomer or geometry (same formula, charge and spin): 8.8 kcal/mol. The HOMO energy is -9.9 eV. As for the charge: +1. The HOMO-LUMO gap comes out at 5.8975 eV.

---

Record 3
A cluster of 2 separate species, C3H10N2O in total, computed with ωB97M-V/def2-TZVPD.

Positions of all 16 atoms, in Å:
C1 -0.466308 -0.761620 0.228372
C2 0.412749 -1.929680 -0.979668
C3 1.096452 0.843958 -0.523531
N1 0.819207 -0.340846 0.260922
N2 -1.491848 1.758019 1.428561
O1 -0.820135 0.578878 1.674761
H1 -1.536987 2.295097 2.293886
H2 -0.989820 2.320011 0.732412
H3 -1.229333 -0.305309 -0.398808
H4 -0.774077 -1.517030 0.937319
H5 1.085981 1.693493 0.168331
H6 0.986467 -1.471233 -1.776981
H7 -0.527129 -2.328512 -1.362813
H8 0.978615 -2.659029 -0.415596
H9 0.359034 1.040090 -1.312838
H10 2.097133 0.783714 -0.954332

Cartesian forces, eV/Å:
C 0.1446 -0.3338 -0.3988
C -0.2331 0.4708 0.3735
C -0.0552 -0.0549 -0.0499
N 0.0518 -0.1243 -0.1010
N 0.1341 -0.1763 0.0385
O -0.0620 0.3932 -0.1062
H -0.0249 -0.0879 -0.0953
H -0.0071 -0.1181 0.1243
H 0.0457 0.0580 0.0410
H 0.0200 0.0037 0.0140
H -0.0079 -0.0537 0.0030
H -0.0067 0.0290 0.0506
H 0.0472 0.0119 0.0270
H -0.0198 0.0455 0.0051
H 0.0156 -0.0559 0.0510
H -0.0424 -0.0071 0.0229

As for the energy relative to the best compared isomer or geometry (same formula, charge and spin): 178.9 kcal/mol. The HOMO energy (alpha / beta) is -7.8 / -6.5 eV. As for the charge: 0. The HOMO-LUMO gap (alpha / beta) comes out at 7.9844 / 5.9675 eV.

---

Record 4
A structure of composition C32H32N5O3RuS3 at a distorted geometry, computed with ωB97M-V/def2-TZVPD.

Positions of all 76 atoms, in Å:
Ru1 0.702031 -0.773035 -1.345180
C1 3.887874 0.343934 -1.130468
C2 2.722513 0.383675 -0.191144
N1 2.222588 -0.787208 0.208051
N2 1.831376 -0.903578 1.477314
C3 0.730477 -1.487500 1.813286
S1 -0.466286 -2.104814 0.751631
S2 0.520274 -1.669692 3.563430
C4 -1.205553 -1.040476 3.700053
C5 -1.407855 -0.335803 5.007427
C6 -2.263525 -0.858638 5.970185
C7 -2.479837 -0.184911 7.164747
C8 -1.835335 1.017710 7.409070
C9 -0.969522 1.540674 6.456903
C10 -0.755733 0.867605 5.265395
C11 2.262619 1.593939 0.426611
C12 3.102541 2.700825 0.633554
C13 2.665739 3.802486 1.327600
C14 1.349736 3.830236 1.816321
C15 0.474895 2.805849 1.554728
C16 0.877137 1.662178 0.810455
O1 0.016132 0.782950 0.443758
H1 4.802768 0.324194 -0.532347
H2 3.918794 1.217975 -1.779459
H3 3.856969 -0.565472 -1.728970
H4 -1.888686 -1.879218 3.585698
H5 -1.327783 -0.355660 2.861377
H6 -2.767876 -1.799561 5.781973
H7 -3.151705 -0.603504 7.903534
H8 -2.008398 1.546483 8.337819
H9 -0.458280 2.476096 6.646867
H10 -0.073657 1.270088 4.524147
H11 4.123144 2.656633 0.270130
H12 3.336808 4.629157 1.520775
H13 1.018339 4.679234 2.402982
H14 -0.554487 2.841195 1.892282
O2 2.960890 -1.922590 -4.855636
C17 2.240886 -1.868584 -3.858847
N3 1.744157 -0.762328 -3.304762
C18 2.077293 0.468905 -3.972040
C19 1.532639 1.642373 -3.215072
C20 2.082299 2.912210 -3.343360
C21 1.501206 3.969141 -2.665400
C22 0.362799 3.735475 -1.907589
C23 -0.112899 2.441847 -1.823384
N4 0.471596 1.409378 -2.437286
C24 1.816290 -3.134437 -3.169206
C25 2.217421 -4.353138 -3.694940
C26 1.801368 -5.518374 -3.078467
C27 0.984877 -5.420396 -1.962792
C28 0.632630 -4.163404 -1.500560
N5 1.042994 -3.038163 -2.084702
H15 1.637779 0.482532 -4.978472
H16 3.158791 0.564764 -4.115459
H17 2.958243 3.056109 -3.962588
H18 1.928127 4.961980 -2.723610
H19 -0.129687 4.534914 -1.372723
H20 -0.979344 2.207934 -1.218741
H21 2.845653 -4.346468 -4.573863
H22 2.107999 -6.484552 -3.457723
H23 0.631011 -6.298582 -1.441204
H24 0.009394 -4.057221 -0.625753
O3 -1.614663 -0.848063 -1.928894
S3 -2.564469 -0.224811 -0.933584
C29 -3.837446 0.595116 -1.990090
C30 -4.996669 -0.377133 -2.157367
C31 -5.129376 -1.087909 -0.813575
C32 -3.729261 -1.568964 -0.469289
H25 -3.331259 0.850156 -2.919391
H26 -4.141464 1.506882 -1.473625
H27 -4.760199 -1.104144 -2.936953
H28 -5.915873 0.137172 -2.439785
H29 -5.837441 -1.916160 -0.853934
H30 -5.479061 -0.382861 -0.054828
H31 -3.417519 -2.413124 -1.085691
H32 -3.577965 -1.809525 0.580649

Cartesian forces, eV/Å:
Ru -1.0713 -0.1761 -0.1706
C -0.2478 -0.0081 -0.2517
C 0.0916 -0.0935 0.5501
N 0.6554 -0.4462 -0.9017
N -0.3017 0.4910 1.2376
C 0.3217 0.0023 -0.3858
S 0.1664 0.0462 -0.5053
S -0.1480 0.1580 0.0737
C 0.3015 -0.2050 -0.1300
C -0.0536 -0.0243 0.0612
C 0.0238 0.0076 -0.0256
C 0.0046 0.0096 0.0279
C -0.0492 -0.0243 0.0380
C 0.0240 0.0101 -0.0195
C 0.0076 0.0443 0.0067
C -0.1189 0.0752 0.1912
C -0.0485 -0.0016 0.0244
C 0.1912 0.1086 -0.0294
C -0.0676 -0.1317 -0.0321
C -0.0081 0.0624 -0.0137
C 0.1418 0.0462 -0.1370
O 0.1222 -0.0239 -0.2047
H -0.0089 -0.0085 0.0371
H 0.0159 -0.0052 -0.0016
H 0.0725 0.0053 0.0156
H -0.0936 0.0633 0.0000
H -0.0723 0.0011 -0.0067
H 0.0054 0.0046 -0.0142
H 0.0054 0.0138 0.0024
H 0.0215 -0.0046 -0.0022
H -0.0039 -0.0030 -0.0129
H -0.0037 -0.0104 0.0034
H 0.0150 0.0055 0.0602
H -0.0146 -0.0080 -0.0087
H -0.0191 0.0141 -0.0311
H 0.0085 -0.0003 0.0219
O -0.0324 -0.0368 0.0547
C 0.0496 0.1313 -0.2409
N -0.3728 0.0406 0.8263
C 0.0500 -0.1104 -0.0316
C -0.0196 0.0461 -0.0457
C -0.0584 0.0665 -0.0225
C 0.0197 -0.0769 -0.0165
C -0.0300 0.0131 -0.0809
C -0.1139 0.1301 -0.0635
N 0.1998 0.0549 0.2019
C 0.0512 -0.2911 -0.0761
C 0.0414 0.0611 -0.0149
C -0.0480 0.0033 0.0765
C 0.0711 0.0277 -0.0682
C -0.0398 -0.1865 -0.0021
N -0.0110 -0.0109 -0.0840
H 0.0676 0.0059 -0.0310
H -0.0071 0.0467 -0.0063
H 0.0074 -0.0150 0.0072
H -0.0003 -0.0023 -0.0146
H -0.0165 -0.0320 0.0193
H 0.0683 -0.0149 0.0662
H 0.0029 0.0257 0.0050
H -0.0113 0.0027 -0.0122
H -0.0168 0.0077 -0.0038
H 0.0391 0.0639 0.0305
O 0.6953 -0.1177 -0.2281
S -0.8359 0.0757 0.0632
C 0.1498 -0.1691 0.1314
C -0.0479 -0.0126 0.0579
C 0.0046 0.0354 -0.1035
C 0.0921 0.2075 0.1012
H 0.0664 0.0637 0.0464
H 0.0175 -0.0073 0.0163
H -0.0159 0.0078 -0.0089
H 0.0327 0.0123 -0.0434
H 0.0228 -0.0098 0.0483
H -0.0496 -0.0320 0.0047
H 0.0471 0.0071 -0.0136
H 0.0654 -0.0059 -0.0120

As for the energy relative to the best compared isomer or geometry (same formula, charge and spin): 0.0 kcal/mol. The expectation value of S² is 8.774. As for the spin multiplicity: 6. The HOMO energy (alpha / beta) is -7.2 / -7.1 eV. As for the charge: 0. The HOMO-LUMO gap (alpha / beta) comes out at 7.3956 / 5.4717 eV.